Entry 1:
Molecular formula: C3H10N4
Method: DFT, the ωB97M-V functional and the def2-TZVPD basis

Results
Charge   +2
HOMO   -0.7419 Ha
SMILES   N[N@@+]1([NH+]2CC2)CN1
Orbital gap   12.492 eV

```
17
Properties=species:S:1:pos:R:3:lowdin_charge:R:1
N -0.610 1.213 -0.832 0.21
N -0.651 0.055 -0.164 -0.28
N 0.593 -0.673 -0.312 0.10
C 1.848 0.206 -0.449 0.09
C 1.515 -0.462 0.807 0.02
C -1.459 -0.096 0.966 0.03
N -1.739 -0.755 -0.279 0.17
H -1.003 1.999 -0.518 0.10
H -0.501 1.166 -1.850 0.18
H 0.462 -1.596 -0.784 0.25
H 1.659 1.153 -0.598 0.07
H 2.790 -0.182 -0.881 0.18
H 2.124 -1.415 1.055 0.20
H 1.043 0.024 1.605 0.12
H -2.293 0.617 1.159 0.18
H -1.163 -0.726 1.837 0.18
H -2.617 -0.528 -0.763 0.19
```

Entry 2:
Molecular formula: C3H10N4O
Method: DFT, the ωB97M-V functional and the def2-TZVPD basis

Results
Charge   0
HOMO   -0.3221 Ha
SMILES   NN(N)C=O.C1CN1
Orbital gap   9.778 eV

```
18
Properties=species:S:1:pos:R:3:lowdin_charge:R:1
N -1.310 1.992 1.537 0.05
N -0.982 0.839 0.817 -0.29
N -1.215 -0.399 1.460 0.05
C -1.071 0.895 -0.598 -0.31
O -1.802 0.159 -1.263 -0.02
H -2.279 1.936 1.853 0.09
H -0.710 2.023 2.359 0.08
H -0.469 -1.030 1.143 0.06
H -2.067 -0.795 1.052 0.07
H -0.907 1.947 -0.894 0.13
C 2.025 -0.307 -0.443 -0.05
C 1.784 -1.502 -1.260 -0.24
N 0.567 -0.858 -0.790 -0.09
H 2.324 0.623 -0.905 0.09
H 2.381 -0.472 0.565 0.10
H 1.920 -1.448 -2.336 0.10
H 1.979 -2.487 -0.853 0.09
H -0.167 -1.116 -1.444 0.10
```